Formula: C20H29Br42N4O
Source: the Open Molecules 2025 dataset
Level of theory: ωB97M-V with the def2-TZVPD basis set

Properties
LUMO in eV: -4.142
Highest occupied orbital energy in Ha: -0.4134
Gap between HOMO and LUMO in eV: 7.1
Total charge: +1

Last column: Löwdin charge in e.
Cartesian coordinates (Å):
1 H 1.93229 3.44231 -5.13330  -0.14
2 C -9.52405 -2.21999 -1.31103  -1.65
3 C -2.07209 -1.12316 -0.90351  -0.09
4 Br 5.66432 -0.97558 -8.13724  0.56
5 C -0.19055 -2.00017 0.23229  -0.17
6 H -10.30313 -2.78434 -1.80414  -0.03
7 Br -8.55085 8.26686 4.69850  0.57
8 C 6.39336 -6.26449 -6.27456  -1.63
9 C 0.64420 -5.50949 -8.28610  -1.65
10 H 0.24526 -2.00647 -0.77836  0.10
11 Br 1.01486 -1.31721 -3.70853  0.58
12 Br 3.69428 -2.05579 -2.21778  0.63
13 Br -3.49807 -2.15216 6.24456  0.61
14 H 0.97794 5.13890 -2.69928  -0.09
15 C 1.08007 3.40934 1.63566  -1.57
16 C -5.57726 0.07746 1.47908  -1.62
17 C -7.30067 8.67644 3.29715  -1.67
18 C 1.54733 5.97912 -3.07577  -1.64
19 Br 0.77836 2.85865 -0.18678  0.66
20 Br -8.14229 8.67262 1.56984  0.57
21 Br -0.80858 -3.23118 7.54427  0.59
22 C 2.62541 -2.36323 -3.79028  -1.58
23 C 1.82870 2.40248 -4.85176  -1.63
24 Br -5.80728 0.15187 -0.42403  0.58
25 H 0.18389 0.25956 2.39696  0.13
26 Br 4.71365 -5.41392 -6.69548  0.57
27 Br 1.47509 1.34918 -6.40948  0.60
28 Br 0.31187 5.13743 1.96832  0.63
29 O -1.33834 -1.19687 0.31527  -0.20
30 C 0.86658 -1.45408 1.19030  -0.37
31 Br 0.72007 7.57733 -2.41456  0.60
32 Br -1.01107 -0.19025 10.03249  0.55
33 Br 6.38760 -8.11465 -6.77742  0.61
34 Br -0.49341 -5.74770 -6.75316  0.57
35 C 2.26855 -2.03547 2.84475  -0.32
36 Br 4.05044 2.60299 6.14722  0.58
37 C 6.36546 -2.75680 -8.33292  -1.68
38 Br 3.34615 5.77954 -2.43621  0.58
39 Br -6.37355 10.32575 3.63110  0.57
40 Br -9.77378 -0.37057 -1.76659  0.57
41 Br 1.46749 5.88967 -5.00329  0.64
42 H -2.73623 5.50022 1.44132  -0.07
43 Br 8.22499 -2.85580 -7.85089  0.59
44 H -2.44780 -4.38550 6.10072  -0.02
45 Br -3.32855 -2.35005 10.38740  0.55
46 Br -7.83792 -2.88040 -1.95546  0.55
47 H -6.55361 -0.08998 1.91313  -0.03
48 H 2.63637 -1.13588 -0.00467  0.04
49 Br 1.72783 -3.92923 -8.10764  0.53
50 N 1.55980 -1.04566 3.35577  0.18
51 Br -4.68988 5.75830 2.92922  0.59
52 N 3.52610 -2.37565 3.25918  0.16
53 C 1.82687 -0.51899 0.40884  -0.20
54 Br 6.58851 3.36211 4.38888  0.60
55 Br -0.35727 -5.49717 -9.92114  0.60
56 H 0.56805 2.70229 2.27366  -0.03
57 Br 3.45633 1.86615 -3.98368  0.57
58 H -0.50020 -1.23351 2.98797  0.03
59 H -2.71479 -2.00204 -1.04250  0.10
60 Br -9.70989 -2.51172 0.58086  0.57
61 Br -2.62462 7.92933 1.87555  0.57
62 H 4.33540 -2.08509 2.72829  0.10
63 H 5.83099 -3.38691 -7.63570  -0.15
64 H 6.30499 1.60136 6.09467  -0.03
65 H -1.38969 -1.05205 -1.76230  0.06
66 Br 3.62565 -2.01524 -5.38362  0.53
67 H 0.85103 -3.13183 2.26392  0.10
68 H 2.20377 1.50586 0.65826  -0.13
69 Br 0.33970 2.36501 -3.62651  0.53
70 H 7.15730 -5.76938 -6.86046  -0.05
71 Br -4.46165 -1.40346 1.99787  0.58
72 H 1.31656 -6.35586 -8.32150  -0.03
73 H 1.36649 -1.06679 4.35802  0.18
74 Br -3.70424 0.59213 11.52272  0.60
75 Br -1.15420 -3.16199 4.37900  0.64
76 C -2.91038 -0.48791 10.15140  -1.66
77 H 1.27022 -0.13930 -0.45416  0.10
78 Br -4.91256 1.73726 2.18625  0.56
79 Br 6.04129 -3.46204 -10.08615  0.59
80 H -0.40873 -3.05780 0.46387  0.14
81 Br 2.93970 3.35573 2.10553  0.66
82 H -6.55974 7.89092 3.28844  -0.11
83 N 2.34397 0.63109 1.14950  -0.07
84 C 5.65464 1.96226 5.31016  -1.64
85 Br -4.40921 6.29985 -0.19000  0.59
86 C 0.37260 -0.81185 2.48393  -0.09
87 H 3.68712 -2.98513 4.04922  0.12
88 Br 5.29790 0.46218 4.14897  0.55
89 N 1.61299 -2.65969 1.74878  0.14
90 C -2.04310 -3.38250 6.09149  -1.60
91 H -2.67542 -0.21365 -0.87950  0.07
92 H -3.33984 -0.18027 9.20796  -0.04
93 H 3.30895 0.54792 1.44033  0.04
94 C -3.50246 6.26152 1.50121  -1.65
95 Br 6.84871 -6.02145 -4.42346  0.58
96 H 2.32893 -3.40364 -3.79914  -0.02

=====

Formula: C20H29BrClN6O4S3V
Source: the Open Molecules 2025 dataset
Level of theory: ωB97M-V with the def2-TZVPD basis set

Properties
Energy relative to the best compared isomer or geometry (same formula, charge and spin) in kJ/mol: 72.93
2S+1: 2
LUMO (alpha / beta) in eV: -3.862 / -3.222
Highest occupied orbital energy (alpha / beta) in Ha: -0.3849 / -0.3849
Gap between HOMO and LUMO (alpha / beta) in eV: 6.6 / 7.3
Total charge: +1

Last column: Mulliken spin population.
Cartesian coordinates (Å):
1 H 2.51676 1.10557 -4.83326  0.00
2 H 0.14574 4.19806 1.24451  0.00
3 C -0.20625 1.69002 2.47302  0.00
4 C -0.78011 3.64314 1.09397  0.00
5 H 2.46107 0.83283 1.29195  0.00
6 O -2.77563 -0.01963 1.55507  0.00
7 H -1.60366 -2.26620 2.33127  0.00
8 H 4.02524 0.28898 -4.44778  0.00
9 S 2.82815 -3.13497 -2.62830  -0.01
10 C 2.48139 -1.37583 3.66989  0.00
11 H 4.90085 1.49811 -2.39003  0.00
12 N 1.99448 -0.55270 2.74480  0.00
13 H -6.27331 -0.12646 2.09328  0.00
14 C -0.86632 2.03984 -1.29281  0.00
15 H 2.50741 -0.58827 -4.27251  0.00
16 H -1.09239 1.80700 3.09400  0.00
17 N -2.83048 -1.28817 -0.33381  -0.01
18 H -1.93127 2.30314 -1.29655  0.00
19 Br 6.56736 -0.83754 3.57006  0.00
20 Cl -1.15165 -3.67625 0.46505  -0.02
21 H -0.27986 2.94784 -1.43898  0.00
22 H 4.17583 -2.19252 4.71477  0.00
23 H -4.71956 0.66394 2.42461  0.00
24 S 1.77063 -2.13556 -0.01204  -0.09
25 C 0.54410 1.23020 -3.04642  0.00
26 C 1.80293 1.22588 -2.17638  0.00
27 C -3.41876 -0.51898 0.64439  0.01
28 H 4.90647 0.76770 1.69528  0.00
29 C -5.56033 -0.92925 -0.34612  0.00
30 O 1.74095 1.59302 -1.00118  0.00
31 C 4.71820 -0.72124 3.23914  0.00
32 H 0.53156 2.14585 -3.65215  0.00
33 H -6.62464 -0.74479 -0.28982  0.00
34 C -5.45449 0.44372 1.65895  0.00
35 N 2.93962 0.84923 -2.77549  0.00
36 N -4.80568 -0.34823 0.61583  0.00
37 C 2.86892 0.18811 2.06511  0.00
38 H 3.95280 1.00610 -0.97019  0.00
39 H 0.61760 2.26946 2.88951  0.00
40 C 1.62772 -2.54090 -1.71622  0.03
41 S -0.00077 -2.21103 -2.23623  -0.05
42 H 0.08360 0.64725 2.42287  0.01
43 C 2.98254 0.38828 -4.15718  0.00
44 N -3.03129 -2.68366 -2.15754  0.00
45 O -0.32107 0.20568 0.16959  -0.04
46 H 1.75783 -1.97043 4.21693  0.00
47 H -3.59717 -3.10548 -2.87211  0.00
48 O -0.64533 1.10057 -2.29359  0.00
49 C -3.59312 -1.88618 -1.25111  0.01
50 C 3.83125 -1.50436 3.95751  0.00
51 C 4.17322 0.78055 -2.00869  0.00
52 H -5.83843 1.37460 1.24233  0.00
53 H -1.47224 3.88170 1.89976  0.00
54 H -1.22807 3.93596 0.15058  0.00
55 V -0.40384 -1.52141 0.02985  1.24
56 H -5.60998 -2.17500 -2.05818  0.00
57 H 0.10449 -2.91216 2.33393  0.01
58 C -5.00965 -1.69991 -1.29946  0.00
59 H 4.58711 -0.22641 -2.07762  0.00
60 C -0.53156 1.46557 0.07710  0.00
61 N -0.50403 2.21244 1.14023  0.00
62 C -0.72475 -2.52999 1.75049  -0.09
63 H 0.53392 0.37579 -3.71711  0.00
64 C 4.23762 0.14761 2.27393  0.00
65 H -2.03165 -2.83031 -2.19068  0.00

=====

Formula: C20H29ClN2O6S3
Source: the Open Molecules 2025 dataset
Level of theory: ωB97M-V with the def2-TZVPD basis set

Properties
LUMO in eV: -0.098
Highest occupied orbital energy in Ha: -0.2801
Gap between HOMO and LUMO in eV: 7.5
Total charge: 0

Last column: Löwdin charge in e.
Cartesian coordinates (Å):
1 H -9.13623 -0.01193 -0.75151  0.08
2 H -8.14205 1.53103 5.07555  0.08
3 C -0.40104 1.08009 -1.18973  -0.39
4 H -0.06555 1.21191 2.36839  0.10
5 H 3.78707 2.70060 -2.73623  0.12
6 H 3.83079 -3.36085 1.27694  0.08
7 O 5.50884 -3.23428 -2.63290  -0.29
8 C -8.61776 1.65593 4.09880  -0.08
9 C 4.01438 -3.54709 0.21507  -0.07
10 S 5.90742 -4.57512 -2.25894  0.62
11 H -10.55400 0.94729 -0.20112  0.08
12 H 5.53157 0.25310 -0.53186  0.10
13 H 4.35971 0.37233 -2.10834  0.08
14 C -2.29734 0.97521 0.87424  -0.47
15 C 5.44985 0.55207 -1.67437  -0.16
16 H 3.98569 -5.67180 0.47620  0.12
17 H 3.06989 -3.45852 -0.33122  0.09
18 H 6.44213 2.27951 -1.12678  0.09
19 C -3.19696 1.27974 -1.89743  -0.06
20 N 0.34027 0.74105 1.50865  -0.01
21 C -1.58604 1.26136 -2.32075  -0.07
22 C 2.33720 1.70922 -0.22932  -0.34
23 H 2.01444 1.88728 3.66037  0.08
24 H -1.37227 1.37279 -3.48777  0.10
25 C 3.93346 2.80455 2.45393  -0.07
26 H -4.08060 1.40205 -2.66665  0.09
27 H -8.48234 -0.43297 3.64986  0.12
28 O -9.08523 2.94884 1.17441  -0.28
29 H 6.17542 -0.18488 -2.25447  0.09
30 H 5.61050 -4.98961 0.48939  0.12
31 C 5.74166 -5.62517 -3.68062  -0.12
32 N 5.78957 2.00848 -1.91277  -0.16
33 O -7.13743 1.47198 0.50955  -0.30
34 S 1.41836 1.04613 -1.75019  0.79
35 H 4.86248 3.96435 -1.74684  0.13
36 O 7.18017 -4.84968 -1.62584  -0.29
37 C 4.51870 2.82450 -1.81697  -0.23
38 H -4.63233 1.12965 0.08511  0.07
39 H 5.99133 -6.64921 -3.39664  0.07
40 H -8.30199 2.62073 3.69040  0.07
41 H 5.68025 3.58595 0.82652  0.09
42 C 4.62908 -4.91865 0.00854  -0.28
43 C 1.63999 1.46431 1.23407  -0.15
44 S -8.53975 1.65542 0.81930  0.63
45 H 4.71617 -5.56251 -4.04944  0.08
46 C 2.46140 2.02751 2.57585  -0.02
47 C -9.50760 0.98567 -0.50960  -0.12
48 C -8.23891 0.51985 3.16741  -0.28
49 H 4.67718 -2.75954 -0.15615  0.07
50 H -9.70312 1.70196 4.23382  0.09
51 Cl -2.88067 0.84182 2.63648  0.48
52 H -9.39871 1.64574 -1.37286  0.08
53 C 4.63300 3.05351 0.97665  -0.04
54 C -3.49916 1.13951 -0.27321  -0.06
55 O -8.97754 0.57312 1.95590  -0.27
56 O 4.71773 -5.24584 -1.37032  -0.27
57 C -0.68883 0.93877 0.41793  -0.15
58 H 4.50355 3.15943 3.43794  0.09
59 H -7.16223 0.51391 2.96701  0.11
60 H 6.43428 -5.26903 -4.44627  0.08
61 C 3.79212 2.50841 -0.35717  -0.13

=====

Result set for max |F|: 1.788, 1.952, 5.729 eV/A, one per record in the order listed.